Computed, not measured: an isolated ion of composition C3H8NO2S and charge +1 at a distorted geometry, with ωB97M-V with the def2-TZVPD basis set.

CARTESIAN COORDINATES (ANGSTROEM)
C (0.52869, 1.97432, -0.05274)
C (0.81488, 0.50426, -0.23167)
C (-0.45442, -0.46625, 0.24853)
N (-0.24260, -1.77376, -0.19520)
S (2.35435, -0.18899, 0.21306)
O (2.23940, -1.61964, -0.04283)
O (3.50043, 0.53809, -0.20002)
H (0.12384, 2.19150, 0.96272)
H (1.45396, 2.47138, -0.30026)
H (-0.04566, 2.33263, -0.94203)
H (-1.38406, -0.21720, -0.16819)
H (-0.31502, -0.37520, 1.28331)
H (0.81568, -1.75474, -0.39652)
H (-0.77960, -2.04087, -1.01720)
H (-0.33464, -2.47768, 0.56274)

Highest occupied orbital energy (spin up / spin down) ... -14.1 / -14.2 eV
Calculated total energy ... -722.14194 Ha
LUMO energy (spin up / spin down) ... -6.1198 / -6.1752 eV
Kohn-Sham gap (spin up / spin down) ... 7.93 / 7.99 eV
SMILES ... CC(C[NH3+])=S(=O)=O
Total charge ... +1
Energy above the lowest of the compared OMol25 structures with the same formula, charge and spin ... 100.0 kcal/mol
Molecular weight ... 122.17 g/mol
Strongest force on any atom ... 4.32 eV/A

---

Computed, not measured: a 2-piece molecular cluster, C3H8NO3 overall, with ωB97M-V with the def2-TZVPD basis set.

CARTESIAN COORDINATES (ANGSTROEM)
C (1.03245, -1.09505, 1.32026)
N (0.91385, -0.55753, -0.02795)
C (-0.26339, -1.04780, -0.72528)
C (-1.55412, -0.20184, -0.47409)
O (-2.62360, -0.82336, -0.39333)
O (-1.33566, 1.03367, -0.40061)
H (0.31975, -0.68602, 2.04386)
H (2.03724, -0.94660, 1.69301)
H (0.90331, -2.16876, 1.27188)
H (0.76942, 0.44593, -0.01685)
H (-0.44205, -2.10734, -0.56495)
H (-0.05252, -0.99904, -1.80156)
H (-0.51437, 2.64668, -0.35017)
H (0.59225, 3.20211, -1.22941)
O (0.21745, 3.30497, -0.34480)

Highest occupied orbital energy ... -4.0 eV
Calculated total energy ... -399.65265 Ha
LUMO energy ... 4.1051 eV
Kohn-Sham gap ... 8.10 eV
Total charge ... -1
Energy above the lowest of the compared OMol25 structures with the same formula, charge and spin ... 15.8 kcal/mol
Molecular weight ... 106.10 g/mol
Strongest force on any atom ... 0.83 eV/A

---

Computed, not measured: an isolated ion of composition C3H8NO4S and charge -1 at a distorted geometry, with ωB97M-V with the def2-TZVPD basis set.

CARTESIAN COORDINATES (ANGSTROEM)
N (2.81806, -0.04110, 0.12623)
C (1.53879, 0.48076, -0.43076)
C (0.27900, -0.47213, -0.21967)
O (0.26706, -1.19217, 1.01851)
C (-1.03281, 0.44745, -0.43530)
S (-2.59045, -0.32491, 0.21509)
O (-2.52125, -1.82459, 0.28287)
O (-3.00277, 0.33663, 1.51746)
O (-3.73040, 0.05941, -0.89833)
H (2.69407, -0.50308, 1.03268)
H (3.38272, 0.80306, 0.31846)
H (1.69467, 0.55588, -1.56435)
H (1.29435, 1.55094, -0.10083)
H (0.26823, -1.22455, -1.06149)
H (0.70797, -0.68439, 1.72526)
H (-0.87133, 1.47354, 0.03478)
H (-1.19592, 0.55926, -1.56060)

Highest occupied orbital energy ... -4.3 eV
Calculated total energy ... -873.01270 Ha
LUMO energy ... 3.1148 eV
Kohn-Sham gap ... 7.39 eV
SMILES ... NC[C@@H](O)CS(=O)(=O)[O-]
Total charge ... -1
Molecular weight ... 154.17 g/mol
Strongest force on any atom ... 7.06 eV/A

---

Computed, not measured: C3H8NORb as an isolated structure at a distorted geometry, with ωB97M-V with the def2-TZVPD basis set.

CARTESIAN COORDINATES (ANGSTROEM)
Rb (-3.33451, -17.42915, 12.04139)
C (-5.43235, -19.24432, 14.70902)
C (-5.70049, -20.74321, 14.94718)
O (-6.44905, -21.37551, 14.28341)
N (-4.69784, -21.46251, 15.88906)
H (-4.32857, -22.26630, 15.40156)
H (-3.92127, -20.88580, 16.17963)
C (-5.23848, -21.95770, 17.23259)
H (-5.70917, -18.54475, 15.49774)
H (-5.99900, -19.01137, 13.80750)
H (-4.44133, -18.96776, 14.34917)
H (-4.42634, -21.95264, 17.95957)
H (-5.67521, -22.95636, 17.22605)
H (-5.97152, -21.22458, 17.56918)

Highest occupied orbital energy (spin up / spin down) ... -7.2 / -12.7 eV
Calculated total energy ... -272.86214 Ha
LUMO energy (spin up / spin down) ... -3.8322 / -4.0144 eV
Kohn-Sham gap (spin up / spin down) ... 3.41 / 8.66 eV
Total charge ... +1
Multiplicity ... 2
Energy above the lowest of the compared OMol25 structures with the same formula, charge and spin ... 23.6 kcal/mol
Expectation value of S² ... 0.75
Molecular weight ... 159.57 g/mol
Strongest force on any atom ... 5.20 eV/A

---

Computed, not measured: an isolated ion of composition C3H8NOS and charge -1 at a distorted geometry, with ωB97M-V with the def2-TZVPD basis set.

CARTESIAN COORDINATES (ANGSTROEM)
O (-0.45703, 1.80921, -1.56200)
C (-0.53902, 1.75791, -0.18493)
N (-1.17212, 0.56098, 0.48720)
C (-0.52966, -0.76154, 0.36876)
C (0.73631, -0.76252, -0.45404)
S (1.59623, -2.36774, -0.12193)
H (0.55309, 1.80160, 0.14942)
H (-1.17625, 2.57740, 0.22198)
H (-2.13748, 0.47537, 0.19916)
H (-0.04270, -0.85301, 1.37217)
H (-1.20492, -1.62397, 0.29054)
H (0.52907, -0.60648, -1.53116)
H (1.52673, -0.09255, -0.16102)
H (2.31775, -1.91466, 0.92584)

Highest occupied orbital energy ... -2.5 eV
Calculated total energy ... -647.24328 Ha
LUMO energy ... 3.1731 eV
Kohn-Sham gap ... 5.63 eV
SMILES ... [O-]CNCCS
Total charge ... -1
Energy above the lowest of the compared OMol25 structures with the same formula, charge and spin ... 60.4 kcal/mol
Molecular weight ... 106.17 g/mol
Strongest force on any atom ... 3.61 eV/A

---

Computed, not measured: an isolated ion of composition C3H8NOS and charge -1 at a distorted geometry, with ωB97M-V with the def2-TZVPD basis set.

CARTESIAN COORDINATES (ANGSTROEM)
N (1.51581, 0.62019, -0.22782)
C (0.22406, -0.12917, -0.52329)
C (-0.53555, 0.89313, -1.65706)
O (0.27597, 1.69058, -2.29540)
C (-0.62426, -0.04816, 0.74201)
S (-0.48288, -1.47669, 1.88724)
H (1.34337, 1.59657, -0.61750)
H (2.14431, 0.08674, -0.81752)
H (0.41680, -1.07106, -0.89246)
H (-1.31632, 1.41351, -0.94345)
H (-1.16050, 0.23181, -2.29002)
H (-1.60848, -0.00747, 0.45450)
H (-0.19271, 0.71120, 1.43043)
H (0.89569, -1.49520, 2.06808)

Highest occupied orbital energy ... -2.9 eV
Calculated total energy ... -647.24686 Ha
LUMO energy ... 3.2897 eV
Kohn-Sham gap ... 6.17 eV
SMILES ... N[C@H](C[O-])CS
Total charge ... -1
Energy above the lowest of the compared OMol25 structures with the same formula, charge and spin ... 58.2 kcal/mol
Molecular weight ... 106.17 g/mol
Strongest force on any atom ... 5.43 eV/A

---

Computed, not measured: an isolated ion of composition C3H8NOS and charge -1 at a distorted geometry, with ωB97M-V with the def2-TZVPD basis set.

CARTESIAN COORDINATES (ANGSTROEM)
O (-2.67344, 1.06054, -0.06190)
C (-2.25026, -0.21309, -0.34804)
N (-0.92678, -0.66171, 0.25077)
C (0.15797, 0.09573, -0.35248)
C (1.48313, -0.35072, 0.26037)
S (2.99629, 0.61614, -0.44510)
H (-2.21179, -0.32639, -1.44326)
H (-2.90701, -0.94178, 0.37389)
H (-0.96962, -0.50372, 1.19666)
H (0.10470, 1.14490, -0.03745)
H (0.21963, 0.04378, -1.45900)
H (1.78032, -1.34302, 0.06717)
H (1.73078, -0.02758, 1.39802)
H (3.46609, 1.40692, 0.60036)

Highest occupied orbital energy ... -2.4 eV
Calculated total energy ... -647.22709 Ha
LUMO energy ... 3.0282 eV
Kohn-Sham gap ... 5.47 eV
SMILES ... [O-]CNCCS
Total charge ... -1
Energy above the lowest of the compared OMol25 structures with the same formula, charge and spin ... 70.6 kcal/mol
Molecular weight ... 106.17 g/mol
Strongest force on any atom ... 4.66 eV/A

---

Computed, not measured: an isolated ion of composition C3H8NOS and charge +1 at a distorted geometry, with ωB97M-V with the def2-TZVPD basis set.

CARTESIAN COORDINATES (ANGSTROEM)
C (1.13561, -0.55060, 1.30202)
C (0.29133, 0.98857, -0.71461)
C (-1.24423, 0.87760, -0.64720)
N (0.84754, -0.27951, -0.66752)
O (0.56147, 0.56030, 1.58922)
S (0.96449, 1.99015, 0.85230)
H (0.56818, -1.49681, 1.68827)
H (2.27245, -0.68851, 1.17423)
H (0.67421, 1.70114, -1.40052)
H (-1.38294, 0.26615, 0.29666)
H (-1.55908, 0.21809, -1.46523)
H (-1.75166, 1.89351, -0.60935)
H (1.82652, -0.43001, -1.06982)
H (0.16978, -1.03389, -0.97612)

Highest occupied orbital energy ... -14.1 eV
Calculated total energy ... -646.93537 Ha
LUMO energy ... -4.4523 eV
Kohn-Sham gap ... 9.66 eV
Total charge ... +1
Energy above the lowest of the compared OMol25 structures with the same formula, charge and spin ... 55.9 kcal/mol
Molecular weight ... 106.17 g/mol
Strongest force on any atom ... 3.55 eV/A

---

Computed, not measured: an isolated ion of composition C3H8NOS and charge +1 at a distorted geometry, with ωB97M-V with the def2-TZVPD basis set.

CARTESIAN COORDINATES (ANGSTROEM)
N (-0.66988, -0.65233, 1.37713)
C (0.11001, 0.17918, 0.34208)
C (-0.97165, 1.37719, 0.09618)
O (-2.07744, 1.37406, 0.52614)
C (0.68254, -0.55417, -0.84337)
S (1.42238, 0.66064, -2.06630)
H (0.00412, -1.08797, 2.02014)
H (-1.36926, -0.18469, 1.93863)
H (-1.22870, -1.51469, 1.03721)
H (1.04007, 0.68746, 0.68841)
H (-0.29703, 2.10776, -0.28956)
H (1.28473, -1.40044, -0.65814)
H (-0.22510, -0.83142, -1.50361)
H (2.29522, -0.16058, -2.66493)

Highest occupied orbital energy ... -13.3 eV
Calculated total energy ... -646.96477 Ha
LUMO energy ... -3.9671 eV
Kohn-Sham gap ... 9.36 eV
SMILES ... [NH3+][C@H](C=O)CS
Total charge ... +1
Energy above the lowest of the compared OMol25 structures with the same formula, charge and spin ... 37.4 kcal/mol
Molecular weight ... 106.17 g/mol
Strongest force on any atom ... 5.15 eV/A

---

Computed, not measured: one molecule with the formula C3H8NP at a distorted geometry, with ωB97M-V with the def2-TZVPD basis set.

CARTESIAN COORDINATES (ANGSTROEM)
C (2.00397, -0.47623, -0.37030)
C (1.15706, 0.16901, 0.67981)
N (-0.12771, 0.46445, 0.19487)
P (-1.50629, -0.51658, 0.81545)
C (-2.66933, 0.30920, -0.32002)
H (1.41345, -1.13806, -1.00366)
H (2.63061, 0.15399, -1.04025)
H (2.83628, -1.10046, 0.00313)
H (1.62891, 1.17990, 0.75462)
H (1.16126, -0.31002, 1.65562)
H (-2.01513, 0.63121, -0.99516)
H (-3.35376, -0.45818, -0.67504)
H (-3.15929, 1.09175, 0.30093)

Highest occupied orbital energy ... -9.0 eV
Calculated total energy ... -515.12105 Ha
LUMO energy ... -0.5127 eV
Kohn-Sham gap ... 8.53 eV
SMILES ... CC/N=P/C
Energy above the lowest of the compared OMol25 structures with the same formula, charge and spin ... 37.2 kcal/mol
Molecular weight ... 89.08 g/mol
Strongest force on any atom ... 6.46 eV/A